This record from the Open Molecules 2025 dataset describes a molecular structure, C15H22N2O3S2. The level of theory is ωB97M-V/def2-TZVPD.

Positions of all 44 atoms, in Å:
N 0.475 0.357 0.879
H 3.392 1.331 -4.004
C -1.645 -1.738 4.198
N -0.447 -0.012 2.931
H -2.140 2.644 -2.439
C -3.214 -2.045 2.506
C 2.418 1.521 -3.564
H -1.059 2.448 -5.304
H -0.492 -2.651 2.608
O -1.035 1.632 -0.841
H -2.378 -3.930 1.779
O -2.853 -1.246 3.619
H -3.104 -4.008 3.397
O -0.158 2.228 -2.822
H -0.907 0.151 4.938
H 1.650 1.074 -4.193
C 0.612 -0.181 2.118
H -2.007 1.205 -4.480
C -2.523 -3.390 2.712
S 2.993 -0.239 0.032
C -1.389 2.834 -3.212
C -1.829 2.275 -4.556
H 2.242 2.595 -3.541
H -0.397 0.825 0.590
H -4.304 -2.110 2.482
H -2.746 2.764 -4.871
H 5.324 -0.516 -1.381
H -1.296 0.383 2.549
C 3.382 0.309 -1.584
H -1.210 3.912 -3.282
H 4.690 -0.571 -3.029
C 4.744 0.030 -2.121
C 2.350 0.956 -2.184
C -0.089 1.641 -1.626
H 0.377 -1.022 4.527
H -2.868 -1.572 1.575
C 1.193 1.028 -1.337
C -1.215 -2.954 3.366
C 1.414 0.417 -0.107
C -0.591 -0.617 4.227
H 5.268 0.957 -2.355
H -0.766 -3.727 3.984
H -1.866 -2.029 5.234
S 2.003 -0.956 2.583

The total energy is -1716.419433 Eh. The HOMO-LUMO gap comes out at 8.4 eV. Its multiplicity is 1. As for the HOMO energy: -7.7 eV. The energy relative to the best compared isomer or geometry (same formula, charge and spin) comes out at 0.642 eV.

***

This record from the Open Molecules 2025 dataset describes 2 unconnected molecules or ions with the total composition C15H22N2O4. The level of theory is ωB97M-V/def2-TZVPD.

Positions of all 43 atoms, in Å:
H 4.297 -0.840 0.371
O 2.609 -1.667 -1.029
C -2.066 -0.436 -1.494
H 5.582 1.936 1.531
H 3.023 1.315 -2.004
H -2.414 -1.350 -1.987
C -1.245 -1.798 0.279
H 5.168 1.263 -1.967
C 5.549 1.630 0.419
C 4.042 1.277 0.065
O -2.091 -1.374 1.278
N 1.489 -0.947 2.083
H 3.258 2.072 0.372
H -2.165 -2.046 2.016
H -0.878 0.168 0.218
H 4.093 -0.567 -1.265
C 1.630 -1.174 -0.446
H -2.434 1.794 -0.245
O -6.947 0.987 0.823
C -0.847 -0.597 -0.449
H 4.149 -0.050 1.848
H 1.806 0.648 0.974
C -3.459 1.262 -0.353
H -7.091 1.888 0.970
H 1.942 -1.813 2.029
C -4.698 1.695 0.156
C 2.027 -0.382 0.792
H 2.139 -0.486 2.991
H -4.240 -1.974 -1.184
O -0.777 -3.028 0.166
H 6.170 0.771 0.200
C -5.556 -0.554 -0.187
C 4.036 0.924 -1.415
N 0.450 -0.955 -1.132
C 3.654 -0.190 0.880
C -5.693 0.671 0.253
H -6.384 -1.131 0.072
H -1.764 0.273 -2.273
H 5.864 2.430 -0.126
H -4.856 2.889 0.346
C -4.337 -0.935 -0.736
C -3.300 -0.030 -0.882
H 0.268 -1.568 -1.955

The total energy is -995.002294 Eh. The HOMO-LUMO gap comes out at 9.3 eV. Its multiplicity is 1. As for the HOMO energy: -8.8 eV. The energy relative to the best compared isomer or geometry (same formula, charge and spin) comes out at 8.687 eV.

***

This record from the Open Molecules 2025 dataset describes a single C15H22N2O4 molecule. The level of theory is ωB97M-V/def2-TZVPD.

Positions of all 43 atoms, in Å:
H -2.705 -4.370 2.815
H -1.266 0.292 -0.730
H -1.948 -0.263 -3.326
C -1.689 3.642 -3.102
H -0.228 2.454 -1.352
H 1.021 2.913 -3.304
O 0.451 -1.682 -2.282
N 1.344 0.856 3.150
C 1.857 0.484 1.811
C -0.360 -2.602 4.039
C -0.356 0.432 -1.395
H 0.450 -2.735 0.289
C 0.700 -1.898 3.519
H -1.609 1.729 -4.005
C 0.967 1.820 -3.056
O -0.128 1.625 1.025
H -0.374 -2.710 5.166
C -1.589 2.108 -2.921
C -0.350 -0.771 -2.284
N 0.901 0.483 -0.591
H 3.132 -1.358 2.399
H 0.612 0.231 3.525
C -0.294 1.817 -2.196
H -2.547 1.797 -2.293
H 2.531 -1.376 0.744
C 2.288 -0.964 1.739
H 1.469 -0.397 -0.726
H 0.926 1.812 2.877
H 1.926 1.507 -2.611
H -1.473 -3.416 0.828
H 2.740 1.141 1.482
H -1.030 4.258 -2.200
C -1.179 -3.280 3.072
O -1.290 -1.083 -3.152
C 0.291 -2.445 1.405
H -2.905 4.095 -2.901
H 1.275 -1.491 4.398
C 0.789 0.889 0.748
H 0.926 1.199 -3.945
C -0.739 -3.168 1.775
O -2.267 -3.925 3.611
H -1.355 4.028 -4.231
C 1.082 -1.679 2.184

The total energy is -995.111939 Eh. The HOMO-LUMO gap comes out at 9.1 eV. Its multiplicity is 1. As for the HOMO energy: -8.6 eV. The energy relative to the best compared isomer or geometry (same formula, charge and spin) comes out at 5.704 eV.

***

This record from the Open Molecules 2025 dataset describes a molecular structure, C15H22N2O4. The level of theory is ωB97M-V/def2-TZVPD.

Positions of all 43 atoms, in Å:
C -2.740 -0.312 -0.149
C 1.287 2.434 0.467
H 1.899 2.584 1.477
H -2.813 -2.257 0.479
C -4.913 -1.738 0.169
H -3.410 -1.411 1.992
C -2.778 -0.858 -1.675
H 5.016 -3.346 0.647
C 2.767 0.485 -0.446
C 0.941 3.869 0.075
H 1.367 -0.347 -1.578
C 4.430 -1.087 0.590
N -1.296 -0.008 1.891
C 2.499 -1.977 -0.726
N 0.105 1.641 0.717
H -5.087 -2.261 -0.729
H 4.762 1.078 0.392
C 2.347 1.970 -0.538
H -0.604 -1.096 2.342
H -0.751 -1.097 0.052
C -1.348 -0.126 0.399
H 2.043 -2.866 -1.087
C 2.149 -0.665 -0.956
O 4.379 -3.451 -0.030
H -2.550 -1.938 -1.814
C -0.766 1.116 -0.158
H -2.718 -0.024 2.280
C -3.497 -1.411 0.695
H 3.193 2.749 0.079
H -5.373 -2.185 1.038
O -0.841 1.449 -1.382
H -0.404 3.035 -1.004
O -0.078 3.980 -0.777
C 3.739 -2.200 -0.079
C 4.038 0.204 0.214
O 1.504 4.818 0.509
H -3.162 0.711 -0.106
H -0.421 1.527 1.848
H 5.443 -1.386 1.148
H -5.263 -0.708 -0.080
H -1.687 -0.461 -2.050
H -3.629 -0.705 -2.392
H 2.221 2.271 -1.745

The total energy is -994.949035 Eh. The HOMO-LUMO gap comes out at 8.4 eV. Its multiplicity is 1. As for the HOMO energy: -8.6 eV. The energy relative to the best compared isomer or geometry (same formula, charge and spin) comes out at 10.136 eV.

***

This record from the Open Molecules 2025 dataset describes a single C15H22N2O4 molecule. The level of theory is ωB97M-V/def2-TZVPD.

Positions of all 43 atoms, in Å:
N -0.523 1.062 -0.017
C 1.793 3.971 -2.051
C -0.486 -1.589 1.987
C -0.082 2.138 -0.704
H -1.741 2.257 1.106
C -1.332 -4.810 1.015
C 2.928 4.277 -4.140
H 3.517 6.280 -1.805
H 0.516 -3.686 1.139
C -2.956 -5.192 2.960
H 0.005 0.196 -0.055
H 0.145 0.875 2.434
O -0.539 3.250 -0.611
C -0.937 0.711 2.395
H -2.018 -4.103 0.544
H 3.054 6.803 -3.426
O -1.223 -0.662 2.650
C -2.120 -5.820 1.850
N -0.813 -2.822 2.411
C -1.485 1.196 1.047
C 2.697 2.950 -4.461
H -1.564 -2.900 3.077
H -1.422 1.239 3.216
O 0.355 -1.334 1.156
C 1.551 2.649 -2.382
H -0.822 -5.354 0.218
H 1.437 4.368 -1.114
H -2.324 -4.793 3.750
H 1.837 6.678 -2.146
H 3.053 2.552 -5.400
H -3.606 -5.942 3.406
H -2.783 -6.369 1.179
C -0.281 -4.022 1.806
C 2.007 2.131 -3.590
H -1.426 -6.541 2.287
H -3.581 -4.394 2.566
H 3.463 4.912 -4.831
H 0.157 -4.655 2.584
H -2.391 0.626 0.810
C 2.478 4.797 -2.935
O 0.912 1.750 -1.542
H 1.815 1.095 -3.822
C 2.735 6.226 -2.562

The total energy is -995.312725 Eh. The HOMO-LUMO gap comes out at 9.4 eV. Its multiplicity is 1. As for the HOMO energy: -8.6 eV. The energy relative to the best compared isomer or geometry (same formula, charge and spin) comes out at 0.240 eV.

***

This record from the Open Molecules 2025 dataset describes a molecular structure, C15H22N3O2PtS2SeSi. The level of theory is ωB97M-V/def2-TZVPD.

Positions of all 47 atoms, in Å:
H 1.097 -2.049 2.739
C 1.880 -1.727 -1.340
C 2.189 -0.559 -0.619
H 2.387 3.417 1.847
C -5.425 -0.602 0.341
C 4.075 -2.647 -0.935
N -3.989 -0.794 0.448
N -1.788 0.070 -2.044
H 2.517 -3.637 -2.036
H -3.376 -0.125 0.921
H 3.760 0.404 0.494
C 1.186 -0.965 2.663
H 3.943 2.056 -1.019
H -6.905 -1.974 -0.479
Pt -0.681 -0.131 -0.043
C -3.488 -1.957 0.075
H -5.871 -1.162 -1.697
H -5.891 -0.780 1.315
C -5.906 -1.606 -0.704
H -0.109 3.082 -1.612
Se -4.425 0.602 -3.340
N 1.242 0.453 -0.486
H 1.845 -0.589 3.444
C -2.808 0.272 -2.560
C 1.983 2.411 1.705
S -1.890 -2.431 0.245
H -5.632 0.417 0.015
S -4.713 -2.975 -0.641
H 5.393 -1.391 0.200
C 4.407 -1.496 -0.238
H -0.743 2.915 0.022
H 1.071 2.328 2.302
H 3.334 3.706 -0.873
C 3.482 -0.474 -0.076
H 1.568 -0.694 1.690
H 4.791 -3.451 -1.048
Si 1.596 2.100 -0.115
O -0.088 -0.375 2.887
O -1.957 0.442 2.114
H 2.798 2.673 -2.206
H 0.375 4.238 -0.354
C -0.837 -0.002 1.853
C 0.144 3.187 -0.555
C 3.060 2.683 -1.146
C 2.799 -2.749 -1.482
H 2.706 1.701 2.111
H 0.895 -1.813 -1.782

The total energy is -4506.291456 Eh. The HOMO-LUMO gap comes out at 6.9 eV. Its multiplicity is 1. As for the HOMO energy: -4.4 eV. The energy relative to the best compared isomer or geometry (same formula, charge and spin) comes out at 0.564 eV. Its net charge is -1.

***

This record from the Open Molecules 2025 dataset describes 2 unconnected molecules or ions with the total composition C15H22N3O5. The level of theory is ωB97M-V/def2-TZVPD.

Positions of all 45 atoms, in Å:
H -1.186 -1.750 0.623
O 2.087 1.676 -1.155
C -2.508 -1.077 -0.925
H 4.425 -1.693 1.815
C 2.088 0.541 -1.488
H -3.535 0.740 -0.613
H 0.124 6.100 -1.241
C -1.335 -1.906 -0.441
N -1.046 4.411 -0.811
C 3.543 -1.622 1.204
C 0.237 5.023 -1.254
O 0.630 -3.611 0.830
C -1.282 1.021 1.843
H -2.445 -0.949 -2.006
H -0.780 1.588 1.070
H 4.136 0.138 0.167
H 0.014 0.343 3.473
C 2.225 -0.578 -0.494
C -2.581 0.325 -0.304
N 2.599 -2.567 1.324
C 1.223 -1.554 -0.357
C 1.484 -2.541 0.575
O -1.089 3.192 -0.768
N 0.741 -5.204 -1.026
H 2.724 -3.322 1.991
C -2.542 0.362 1.240
C 3.374 -0.613 0.285
H -2.714 -0.617 1.680
O 2.128 0.141 -2.785
C -0.262 0.036 2.469
O -1.958 5.146 -0.521
H -3.368 0.996 1.544
H -1.567 1.740 2.604
H -1.826 0.947 -0.771
H -3.436 -1.618 -0.758
H -0.205 -0.492 -1.530
C 0.652 -4.454 -0.175
H 1.009 4.697 -0.564
H 0.440 4.660 -2.257
H -1.543 -2.963 -0.579
H 0.652 0.028 1.877
H 1.255 -0.125 -3.103
C -0.040 -1.505 -1.171
H -0.668 -0.971 2.541
H 0.122 -2.117 -2.061

The total energy is -1124.839846 Eh. The HOMO-LUMO gap comes out at 8.2 eV. Its multiplicity is 1. As for the HOMO energy: -13.3 eV. Its net charge is +1.

***

This record from the Open Molecules 2025 dataset describes 4 unconnected molecules or ions with the total composition C15H22N5O3. The level of theory is ωB97M-V/def2-TZVPD.

Positions of all 45 atoms, in Å:
H 1.494 2.352 -5.292
C 1.254 -0.134 -0.014
H -4.859 1.849 2.994
O -3.743 0.418 -1.362
C 2.768 -1.958 -0.452
H -4.182 3.070 4.095
C -5.846 1.984 4.886
C 5.560 -0.778 1.193
N 0.633 1.229 0.002
H -1.296 -0.487 1.778
H 0.424 2.473 -3.877
H 3.352 0.284 -1.103
C 6.316 -0.144 0.057
C 1.172 1.887 1.024
H 1.891 -0.558 -2.039
H -3.572 -0.475 -1.746
H 3.492 -2.497 -1.186
H 6.577 -0.903 -0.684
H 3.199 -1.788 0.626
N 4.961 -1.284 2.112
H 7.232 0.317 0.433
C 1.195 -2.424 -0.492
C 0.862 0.473 -4.492
O 1.848 2.334 1.992
H 1.757 -0.249 1.036
H 5.701 0.622 -0.418
H -1.232 -2.683 -0.536
H -0.245 2.024 -5.462
H -1.558 -0.980 -1.161
O -3.835 1.475 0.686
H -4.009 -1.038 1.839
C -5.105 2.611 3.736
C 2.472 -0.449 -1.033
N -6.434 1.487 5.799
C 0.618 1.924 -4.801
H -1.771 -2.289 1.767
C -3.379 -1.027 0.860
H -5.725 3.377 3.268
H 0.881 -3.513 -0.691
C -3.653 0.356 0.089
H -3.829 -1.889 0.215
N 1.056 -0.681 -4.249
N 0.411 -1.345 -0.252
C -1.793 -1.309 1.147
C -1.072 -1.556 -0.285

The total energy is -1083.822229 Eh. The HOMO-LUMO gap comes out at 8.2 eV. Its multiplicity is 1. As for the HOMO energy: -12.9 eV. Its net charge is +1.